9 unconnected molecules or ions with the total composition C54H162N27O9P9. Source: the Open Molecules 2025 dataset; level of theory: ωB97M-V/def2-TZVPD.

Geometry (Å):
C -3.821 0.929 1.361
N -2.639 1.782 1.040
C -2.366 2.785 2.068
P -1.141 1.003 0.501
O -0.488 0.092 1.463
N -1.616 0.191 -1.013
C -0.736 0.380 -2.232
C -2.053 -1.203 -0.891
N -0.273 2.396 0.056
C 0.969 2.839 0.563
C -1.025 3.395 -0.805
H -4.748 1.452 1.595
H -3.617 0.231 2.172
H -4.098 0.321 0.499
H -3.333 3.286 2.015
H -1.521 3.465 1.956
H -2.053 2.290 2.987
H -1.381 0.462 -3.106
H -0.075 1.237 -2.101
H -0.060 -0.463 -2.376
H -2.327 -1.227 0.163
H -2.953 -1.221 -1.506
H -1.303 -1.978 -1.047
H 0.849 3.899 0.787
H 1.373 2.441 1.494
H 1.647 2.840 -0.291
H -1.981 2.951 -1.082
H -0.555 3.839 -1.682
H -1.457 4.106 -0.101
C -4.775 2.151 6.471
N -3.431 1.749 6.843
C -2.351 2.703 6.816
P -3.076 0.246 7.515
O -2.088 0.343 8.578
N -4.572 -0.369 8.063
C -5.403 0.371 8.998
C -4.774 -1.795 8.383
N -2.679 -0.767 6.118
C -1.990 -2.025 6.410
C -2.795 -0.229 4.793
H -5.043 3.010 7.086
H -5.535 1.402 6.693
H -4.838 2.407 5.413
H -1.393 2.234 6.593
H -2.233 3.330 7.699
H -2.463 3.344 5.941
H -6.422 0.065 9.235
H -4.908 0.448 9.966
H -5.189 1.368 8.613
H -4.025 -2.312 8.983
H -5.738 -2.000 8.848
H -4.669 -2.444 7.514
H -1.287 -1.915 7.235
H -2.790 -2.661 6.788
H -1.600 -2.487 5.503
H -1.887 0.311 4.527
H -3.789 0.111 4.501
H -2.634 -0.906 3.954
C 3.777 -3.189 -8.648
N 3.461 -2.771 -7.228
C 4.627 -2.124 -6.529
P 2.338 -3.722 -6.248
O 2.736 -5.156 -6.102
N 2.026 -2.901 -4.778
C 2.933 -3.243 -3.699
C 1.680 -1.462 -4.665
N 0.816 -3.452 -7.088
C 0.159 -4.737 -7.484
C 0.490 -2.238 -7.923
H 4.792 -2.903 -8.924
H 3.068 -2.741 -9.343
H 3.859 -4.273 -8.727
H 4.263 -1.163 -6.164
H 5.478 -2.063 -7.209
H 4.797 -2.779 -5.675
H 3.662 -2.433 -3.702
H 2.333 -3.343 -2.795
H 3.414 -4.213 -3.829
H 0.770 -1.189 -5.199
H 1.715 -1.112 -3.633
H 2.584 -0.974 -5.028
H 0.649 -5.134 -8.373
H 0.313 -5.567 -6.795
H -0.918 -4.708 -7.651
H -0.582 -2.045 -7.895
H 0.797 -2.533 -8.927
H 0.954 -1.337 -7.523
C 4.865 1.450 0.651
N 4.957 1.185 -0.761
C 4.033 0.287 -1.290
P 6.176 2.042 -1.636
O 6.976 2.924 -0.734
N 7.153 0.812 -2.473
C 8.518 1.030 -2.516
C 6.623 -0.282 -3.235
N 5.359 2.996 -2.742
C 5.994 3.372 -4.027
C 4.107 3.622 -2.550
H 5.500 0.742 1.184
H 3.830 1.230 0.914
H 5.051 2.481 0.950
H 3.099 0.397 -0.739
H 4.471 -0.706 -1.192
H 3.881 0.577 -2.329
H 8.988 0.139 -2.934
H 8.878 1.853 -3.133
H 8.881 1.091 -1.490
H 6.874 -1.184 -2.677
H 5.536 -0.366 -3.221
H 7.059 -0.376 -4.229
H 6.722 4.151 -3.802
H 6.519 2.517 -4.452
H 5.217 3.579 -4.764
H 3.898 3.789 -1.493
H 3.379 3.027 -3.101
H 3.847 4.566 -3.028
C -4.114 -3.474 0.342
N -5.112 -3.587 1.380
C -4.652 -3.042 2.698
P -6.841 -3.496 1.050
O -7.587 -3.105 2.270
N -7.156 -2.471 -0.181
C -8.525 -2.407 -0.599
C -6.604 -1.116 -0.156
N -7.201 -5.006 0.373
C -8.328 -5.809 0.808
C -6.444 -5.592 -0.807
H -3.633 -4.416 0.079
H -3.285 -2.884 0.731
H -4.392 -3.018 -0.609
H -5.378 -3.278 3.477
H -4.707 -1.954 2.727
H -3.730 -3.603 2.847
H -8.510 -2.113 -1.649
H -9.040 -3.360 -0.476
H -9.033 -1.705 0.062
H -5.529 -1.103 -0.337
H -7.267 -0.556 -0.816
H -6.677 -0.679 0.840
H -8.367 -6.832 0.435
H -8.458 -5.678 1.882
H -9.276 -5.382 0.481
H -7.148 -5.898 -1.580
H -5.780 -6.419 -0.556
H -5.883 -4.758 -1.228
C -0.550 7.070 -1.902
N 0.413 7.356 -0.781
C 0.177 8.533 0.055
P 1.948 6.575 -0.881
O 1.820 5.139 -1.348
N 2.667 7.645 -2.005
C 3.029 8.951 -1.731
C 2.617 7.417 -3.386
N 2.686 6.830 0.700
C 2.102 6.448 2.016
C 4.180 6.899 0.789
H -0.422 6.141 -2.457
H -0.516 7.822 -2.690
H -1.563 6.935 -1.522
H 0.637 8.364 1.028
H -0.834 8.539 0.460
H 0.482 9.449 -0.450
H 3.925 9.020 -2.348
H 2.350 9.751 -2.028
H 3.347 9.060 -0.694
H 2.431 6.363 -3.591
H 1.827 8.093 -3.714
H 3.490 7.742 -3.952
H 2.762 5.835 2.630
H 1.917 7.389 2.533
H 1.174 5.899 1.855
H 4.616 7.649 1.449
H 4.648 7.100 -0.175
H 4.585 5.935 1.098
C -2.186 1.068 -7.517
N -1.855 2.131 -6.525
C -0.424 2.138 -6.067
P -2.988 3.099 -5.557
O -2.520 4.057 -4.491
N -4.078 3.809 -6.683
C -3.569 4.757 -7.727
C -5.302 4.444 -6.169
N -3.889 1.728 -4.937
C -4.923 0.920 -5.666
C -3.710 1.571 -3.577
H -2.261 0.067 -7.092
H -1.404 1.060 -8.277
H -3.085 1.352 -8.063
H 0.139 1.276 -6.425
H -0.250 2.160 -4.991
H 0.111 2.988 -6.492
H -3.459 5.741 -7.271
H -2.534 4.620 -8.042
H -4.078 4.661 -8.686
H -5.927 3.715 -5.652
H -4.957 5.247 -5.517
H -5.980 4.696 -6.984
H -4.494 -0.058 -5.882
H -5.766 0.797 -4.987
H -5.227 1.193 -6.677
H -3.646 0.512 -3.328
H -4.486 2.084 -3.009
H -2.734 1.963 -3.291
C 4.587 -0.619 7.570
N 4.683 0.453 6.534
C 5.949 1.251 6.447
P 3.494 0.812 5.349
O 4.097 1.663 4.277
N 3.281 -0.779 4.715
C 1.982 -0.997 4.091
C 4.421 -1.488 4.154
N 1.969 1.222 6.061
C 1.528 0.328 7.113
C 1.511 2.622 6.350
H 5.537 -1.140 7.687
H 3.798 -1.331 7.326
H 4.390 -0.308 8.596
H 5.876 2.012 7.224
H 6.213 1.768 5.524
H 6.776 0.606 6.743
H 1.949 -1.787 3.341
H 1.157 -1.221 4.768
H 1.725 -0.083 3.555
H 5.311 -1.303 4.756
H 4.264 -2.567 4.185
H 4.442 -1.186 3.107
H 0.467 0.086 7.048
H 1.946 -0.676 7.036
H 1.676 0.806 8.081
H 2.362 3.290 6.485
H 0.642 2.731 6.999
H 1.378 3.026 5.347
C -0.862 -7.046 2.955
N 0.332 -7.696 2.723
C 0.379 -8.946 3.588
P 1.758 -6.803 2.496
O 2.330 -6.246 3.766
N 2.943 -7.873 1.746
C 2.598 -8.839 0.768
C 4.326 -7.552 1.980
N 1.391 -5.623 1.288
C 1.603 -5.793 -0.175
C 0.940 -4.282 1.737
H -1.096 -6.420 2.094
H -0.810 -6.424 3.849
H -1.675 -7.771 2.983
H 0.828 -9.807 3.092
H -0.537 -9.356 4.013
H 1.054 -8.762 4.424
H 3.075 -9.808 0.915
H 1.508 -8.820 0.732
H 2.900 -8.375 -0.171
H 4.729 -7.148 1.051
H 4.393 -6.774 2.741
H 4.974 -8.369 2.297
H 0.958 -5.147 -0.771
H 2.676 -5.641 -0.296
H 1.328 -6.737 -0.645
H -0.086 -4.167 1.388
H 1.557 -3.469 1.354
H 1.044 -4.145 2.813

The LUMO energy is 0.3 eV. Its HOMO energy is -0.2905 Eh. The spin multiplicity is 1. The value obtained for the HOMO-LUMO gap is 8.2 eV. As for the energy relative to the best compared isomer or geometry (same formula, charge and spin): 1222.92 kJ/mol. The calculated total energy comes out at -200886.1731 eV.